a | Computed, not measured: an isolated molecule of C8H6N2O2, with the ωB97M-V functional and the def2-TZVPD basis.

Computed properties:
LUMO in eV: 0.00
Charge: 0
Orbital gap in eV: 8.7372
Structure (SMILES): O=c1[nH]c2ncccc2cc1O

The geometry in XYZ format:
```
18
Properties=species:S:1:pos:R:3:lowdin_charge:R:1
O -1.096 1.636 -2.924 0.02
O -3.033 0.335 -1.659 0.09
N 2.062 0.532 0.382 0.12
N 0.445 1.051 -1.318 0.21
C -1.422 -0.378 -0.051 0.04
C -1.807 0.240 -1.143 -0.28
C -0.780 0.991 -1.880 -0.37
C 1.519 -1.074 2.060 -0.08
C 0.242 -1.136 1.626 -0.03
C -0.103 -0.397 0.494 -0.16
C 0.850 0.375 -0.133 -0.24
C 2.464 -0.282 1.386 -0.10
H -2.174 -0.841 0.563 0.13
H -0.577 -1.783 2.091 0.15
H -2.882 1.119 -2.284 0.14
H 1.119 1.578 -1.825 0.15
H 3.470 -0.183 1.796 0.11
H 1.703 -1.783 2.820 0.09
```

b | Computed, not measured: an isolated molecule of C8H6N2O2, with the ωB97M-V functional and the def2-TZVPD basis.

Computed properties:
LUMO in eV: -0.39
Charge: 0
Orbital gap in eV: 8.9938
Structure (SMILES): N#CC(=O)C/C=C\C(=O)C=C=N

The geometry in XYZ format:
```
18
Properties=species:S:1:pos:R:3:lowdin_charge:R:1
O 0.038 -0.715 1.596 0.12
O -0.280 -1.067 -1.651 0.10
N 3.558 1.130 0.003 0.20
N -2.197 -3.309 0.987 0.18
C 2.650 0.446 -0.431 -0.15
C 0.456 -0.240 -1.160 -0.46
C 0.080 1.105 -0.676 -0.04
C -1.885 0.245 0.443 -0.11
C 1.896 -0.454 -1.032 -0.01
C -1.134 1.364 -0.194 -0.04
C -1.711 -2.274 1.128 -0.11
C -1.070 -0.911 1.164 -0.35
H -2.579 0.466 1.200 0.09
H -1.568 2.287 0.010 0.09
H 3.557 1.705 0.858 0.11
H -2.698 -0.242 -0.261 0.17
H 0.688 1.907 -0.978 0.10
H 2.198 -1.442 -1.006 0.11
```

It comes down to a, which is 418.4 kJ/mol more stable than the next structure.

a | Computed, not measured: a cluster of 2 separate species, CH3NO3S in total, with the ωB97M-V functional and the def2-TZVPD basis.

Computed properties:
LUMO (spin up / spin down) in eV: 0.45 / -2.54
Charge: 0
Multiplicity: 3
Orbital gap (spin up / spin down) in eV: 6.9004 / 7.6060

The geometry in XYZ format:
```
9
Properties=species:S:1:pos:R:3:lowdin_charge:R:1
S 1.348 1.048 -0.495 0.80
O 0.692 -1.581 -0.333 -0.05
O -1.534 1.417 0.283 0.06
O -2.110 -0.610 -0.206 0.15
N -1.390 0.252 0.131 -0.34
C 0.557 -0.353 0.292 -0.59
H 0.493 1.828 0.048 -0.19
H 0.718 -0.445 1.381 0.10
H 1.226 -1.558 -1.100 0.06
```

b | Computed, not measured: a structure of composition CH3NO3S, with the ωB97M-V functional and the def2-TZVPD basis.

Computed properties:
LUMO (spin up / spin down) in eV: 0.39 / -2.83
Charge: 0
Multiplicity: 3
Orbital gap (spin up / spin down) in eV: 6.0960 / 8.3888

The geometry in XYZ format:
```
9
Properties=species:S:1:pos:R:3:lowdin_charge:R:1
S -0.163 1.148 -0.143 0.74
O 1.479 0.066 0.015 -0.14
O -0.522 1.688 1.112 -0.34
O -0.042 1.972 -1.327 -0.35
N 0.704 -0.973 0.376 -0.07
C -0.484 -0.725 -0.269 -0.21
H 0.741 -1.228 1.425 0.21
H -0.380 -0.821 -1.288 0.08
H -1.332 -1.127 0.098 0.07
```

It comes down to a, which is 46.4 kJ/mol more stable than the next structure.